*P*
C5H25NO7 | wB97M-V/def2-TZVPD

Computed properties:
Total charge = 0
Frontier orbital gap = 9.5663 eV
HOMO energy = -9.298 eV

Bonds (Å) are listed after each position.
Positions of all 38 atoms, in Å:
1 C 0.536 -2.784 1.028  N2 1.496, H8 1.078, H9 1.116, H10 1.114
2 N 0.008 -1.429 1.377  C1 1.496, C3 1.468, H11 1.017
3 C -1.305 -1.120 0.797  N2 1.468, C4 1.579, H12 1.129, H13 1.122
4 C -1.563 -0.899 -0.746  C3 1.579, C5 1.540, H14 1.167, H15 1.104
5 C -1.274 0.566 -1.125  C4 1.540, C6 1.527, O7 1.470, H16 1.093
6 C -2.354 1.530 -0.638  C5 1.527, H17 1.109, H18 1.114, H19 1.117
7 O -1.322 0.541 -2.594  C5 1.470, H20 0.960
8 H -0.030 -3.445 1.663  C1 1.078
9 H 1.598 -3.049 1.246  C1 1.116
10 H 0.481 -2.804 -0.085  C1 1.114
11 H 0.826 -0.912 1.064  N2 1.017
12 H -1.578 -0.121 1.245  C3 1.129
13 H -2.056 -1.881 1.137  C3 1.122
14 H -0.750 -1.497 -1.331  C4 1.167
15 H -2.502 -1.201 -1.240  C4 1.104
16 H -0.305 0.917 -0.763  C5 1.093
17 H -2.000 2.550 -0.888  C6 1.109
18 H -3.401 1.280 -0.925  C6 1.114
19 H -2.545 1.436 0.458  C6 1.117
20 H -1.870 1.278 -2.877  O7 0.960
21 O 1.143 1.549 2.540  H22 0.961, H23 0.962
22 H 1.889 1.707 1.955  O21 0.961
23 H 0.372 1.751 2.001  O21 0.962
24 O 1.868 1.239 -2.058  H25 0.985, H26 0.958
25 H 1.006 0.779 -2.189  O24 0.985
26 H 2.636 0.667 -2.082  O24 0.958
27 O -0.897 0.393 3.798  H28 0.969, H29 0.981
28 H -0.085 -0.069 4.055  O27 0.969
29 H -1.036 -0.324 3.144  O27 0.981
30 O 1.037 -1.668 -2.472  H31 0.987, H32 0.964
31 H 0.559 -1.359 -1.667  O30 0.987
32 H 0.578 -2.306 -3.031  O30 0.964
33 O 0.910 2.801 -0.200  H34 0.987, H35 0.966
34 H 1.040 2.679 -1.171  O33 0.987
35 H 0.023 3.184 -0.191  O33 0.966
36 O 3.405 -0.084 0.619  H37 0.959, H38 0.959
37 H 3.778 0.734 0.284  O36 0.959
38 H 3.180 -0.628 -0.139  O36 0.959



*Q*
C5H25NO7 | wB97M-V/def2-TZVPD

Computed properties:
Total charge = 0
Frontier orbital gap = 9.7909 eV
HOMO energy = -9.561 eV

Bonds (Å) are listed after each position.
Positions of all 38 atoms, in Å:
1 C 1.312 -3.256 -0.365  C2 1.523, H8 1.096, H9 1.093, H10 1.088
2 C 0.995 -1.766 -0.376  C1 1.523, C3 1.550, C4 1.584, H11 1.087
3 C 2.059 -1.109 -1.291  C2 1.550, H12 1.088, H13 1.081, H14 1.090
4 C -0.458 -1.328 -0.828  C2 1.584, N5 1.461, C6 1.514, H15 1.093
5 N -0.668 -0.017 -0.217  C4 1.461, H16 1.015, H17 1.013
6 C -1.592 -2.265 -0.473  C4 1.514, O7 1.412, H18 1.098, H19 1.089
7 O -2.757 -1.948 -1.206  C6 1.412, H20 0.960
8 H 0.895 -3.784 -1.231  C1 1.096
9 H 0.920 -3.822 0.483  C1 1.093
10 H 2.380 -3.445 -0.450  C1 1.088
11 H 0.978 -1.304 0.608  C2 1.087
12 H 1.720 -0.171 -1.729  C3 1.088
13 H 2.381 -1.816 -2.043  C3 1.081
14 H 2.892 -0.863 -0.632  C3 1.090
15 H -0.302 -1.107 -1.886  C4 1.093
16 H -1.238 0.629 -0.755  N5 1.015
17 H -0.964 0.075 0.747  N5 1.013
18 H -1.375 -3.339 -0.407  C6 1.098
19 H -1.866 -2.150 0.574  C6 1.089
20 H -2.638 -1.785 -2.144  O7 0.960
21 O 2.564 3.368 0.889  H22 0.965, H23 0.963
22 H 2.741 2.586 0.352  O21 0.965
23 H 2.544 3.018 1.786  O21 0.963
24 O 0.372 4.359 -0.375  H25 0.971, H26 0.958
25 H 0.941 4.154 0.385  O24 0.971
26 H 0.823 4.156 -1.195  O24 0.958
27 O 1.691 0.912 1.284  H28 0.964, H29 0.976
28 H 1.991 0.015 1.469  O27 0.964
29 H 1.049 0.809 0.556  O27 0.976
30 O -1.733 2.718 -0.620  H31 0.964, H32 0.982
31 H -2.316 3.192 -1.224  O30 0.964
32 H -0.948 3.306 -0.558  O30 0.982
33 O -0.376 1.360 3.148  H34 0.960, H35 0.961
34 H 0.130 2.172 3.058  O33 0.960
35 H 0.227 0.666 2.869  O33 0.961
36 O -4.505 -0.875 0.519  H37 0.967, H38 0.967
37 H -3.680 -1.042 0.043  O36 0.967
38 H -4.190 -0.303 1.232  O36 0.967



Last place for stability: *P*



*P*
C9H10N2S | wB97M-V/def2-TZVPD

Computed properties:
Total charge = 0
Frontier orbital gap = 8.0048 eV
HOMO energy = -7.358 eV

Bonds (Å) are listed after each position.
Positions of all 22 atoms, in Å:
1 S 4.742 0.762 -0.139  N2 1.733, H13 1.388
2 N 3.228 0.000 -0.502  S1 1.733, C3 1.530, H14 1.005
3 C 2.342 -0.640 0.568  N2 1.530, N4 1.422, H15 1.093, H16 1.115
4 N 0.954 -0.537 0.275  C3 1.422, C5 1.352, C12 1.362
5 C -0.040 -1.453 0.260  N4 1.352, C6 1.424, H17 1.115
6 C -1.277 -0.788 0.025  C5 1.424, C7 1.379, C11 1.428
7 C -2.594 -1.188 -0.068  C6 1.379, C8 1.411, H18 1.094
8 C -3.573 -0.181 -0.205  C7 1.411, C9 1.417, H19 1.055
9 C -3.164 1.175 -0.223  C8 1.417, C10 1.357, H20 1.107
10 C -1.878 1.604 -0.162  C9 1.357, C11 1.399, H21 1.046
11 C -0.918 0.590 -0.076  C6 1.428, C10 1.399, C12 1.403
12 C 0.472 0.720 0.066  N4 1.362, C11 1.403, H22 1.104
13 H 5.671 0.074 -0.907  S1 1.388
14 H 2.646 0.688 -0.947  N2 1.005
15 H 2.853 -1.575 0.814  C3 1.093
16 H 2.455 -0.207 1.590  C3 1.115
17 H 0.113 -2.555 0.328  C5 1.115
18 H -2.981 -2.166 0.229  C7 1.094
19 H -4.578 -0.492 -0.282  C8 1.055
20 H -3.934 1.941 -0.435  C9 1.107
21 H -1.610 2.609 -0.051  C10 1.046
22 H 1.072 1.618 -0.161  C12 1.104



*Q*
C9H10N2S | wB97M-V/def2-TZVPD

Computed properties:
Total charge = 0
Frontier orbital gap = 9.4631 eV
HOMO energy = -8.975 eV

Bonds (Å) are listed after each position.
Positions of all 22 atoms, in Å:
1 C 2.615 -2.471 -1.132  C2 1.524, H13 1.089, H14 1.080, H15 1.103
2 C 1.713 -1.275 -0.853  C1 1.524, C3 1.562, N12 1.477, H16 1.094
3 C 0.491 -1.778 -0.020  C2 1.562, C4 1.508, H17 1.081, H18 1.116
4 C -0.590 -0.730 0.062  C3 1.508, S5 1.727, C10 1.383
5 S -1.883 -0.747 1.206  C4 1.727, C6 1.741
6 C -2.596 0.656 0.462  S5 1.741, C7 1.448, C9 1.352
7 C -3.817 1.295 0.906  C6 1.448, N8 1.172
8 N -4.771 1.769 1.396  C7 1.172
9 C -1.883 1.085 -0.603  C6 1.352, C10 1.478, H19 1.092
10 C -0.637 0.324 -0.833  C4 1.383, C9 1.478, C11 1.469
11 C 0.286 0.461 -1.968  C10 1.469, N12 1.491, H20 1.093, H21 1.120
12 N 1.137 -0.754 -2.110  C2 1.477, C11 1.491, H22 1.028
13 H 2.829 -3.009 -0.209  C1 1.089
14 H 3.534 -2.167 -1.609  C1 1.080
15 H 2.106 -3.174 -1.813  C1 1.103
16 H 2.297 -0.500 -0.347  C2 1.094
17 H 0.064 -2.639 -0.514  C3 1.081
18 H 0.767 -2.102 1.011  C3 1.116
19 H -2.187 1.959 -1.184  C9 1.092
20 H -0.325 0.531 -2.871  C11 1.093
21 H 0.883 1.404 -1.871  C11 1.120
22 H 1.875 -0.638 -2.816  N12 1.028



Last place for stability: *P*